Entry 1:
The following is a quantum chemistry calculation of an isolated ion of composition C17H16N and charge +1, from OMol25.

Summary:
SMILES string ... Cc1ccccc1Cc1c[nH+]cc2ccccc12
Energy relative to the best compared isomer or geometry (same formula, charge and spin) ... 0.000 eV
HOMO-LUMO gap ... 0.2644 hartree

```
! wB97M-V def2-TZVPD RIJCOSX def2/J DEFGRID3
* xyz 1 1
C -1.699 -2.706 0.842
C -2.100 -1.490 -0.009
C -3.415 -0.996 0.152
C -3.865 0.124 -0.567
C -2.974 0.764 -1.450
C -1.674 0.261 -1.626
C -1.212 -0.877 -0.920
C 0.251 -1.358 -1.168
C 1.149 -0.111 -1.022
C 1.613 0.604 -2.099
N 2.397 1.723 -1.925
C 2.738 2.197 -0.730
C 2.325 1.531 0.444
C 2.638 1.970 1.782
C 2.190 1.279 2.880
C 1.418 0.057 2.750
C 1.108 -0.375 1.468
C 1.525 0.343 0.313
H -0.990 -3.363 0.313
H -2.587 -3.249 1.212
H -1.196 -2.326 1.760
H -4.125 -1.459 0.853
H -4.880 0.533 -0.481
H -3.222 1.660 -2.033
H -0.983 0.768 -2.316
H 0.306 -1.693 -2.222
H 0.552 -2.167 -0.491
H 1.386 0.299 -3.128
H 2.758 2.243 -2.719
H 3.344 3.111 -0.648
H 3.222 2.896 1.880
H 2.391 1.613 3.905
H 1.086 -0.514 3.625
H 0.526 -1.295 1.374
*
```

***

Entry 2:
The following is a quantum chemistry calculation of a 2-piece molecular cluster, C5H9F2P overall, from OMol25.

Summary:
Energy relative to the best compared isomer or geometry (same formula, charge and spin) ... 0.512 eV
HOMO-LUMO gap (alpha / beta) ... 0.2473 / 0.2957 hartree

```
! wB97M-V def2-TZVPD RIJCOSX def2/J DEFGRID3
* xyz 0 3
C -1.454 -0.167 0.026
C -0.428 -1.046 -0.286
C -2.396 -0.285 1.246
C 0.471 -0.822 -1.313
C 1.931 0.127 -0.158
F 3.044 -0.750 -0.245
F 1.442 -0.025 1.112
P 2.106 1.790 -0.866
H -1.743 0.662 -0.638
H -0.280 -1.776 0.557
H -2.393 0.634 1.756
H -1.889 -1.016 1.978
H -3.373 -0.525 1.000
H 0.996 -1.630 -1.762
H 0.209 -0.063 -2.206
H 2.857 2.635 0.182
H 0.900 2.256 -0.384
*
```

***

Entry 3:
The following is a quantum chemistry calculation of an isolated ion of composition C3H7N2O and charge +1, from OMol25.

Summary:
SMILES string ... O[C@H]1CNC=[NH+]1
Energy relative to the best compared isomer or geometry (same formula, charge and spin) ... 1.147 eV
HOMO-LUMO gap ... 0.4174 hartree

```
! wB97M-V def2-TZVPD RIJCOSX def2/J DEFGRID3
* xyz 1 1
C -0.436 -0.513 -1.287
C 1.184 0.315 0.144
C -0.241 0.488 0.791
N 0.882 -0.348 -1.057
N -1.182 -0.035 -0.279
O -0.193 -0.406 1.908
H -0.930 -1.016 -2.198
H 1.577 1.251 -0.054
H 1.754 -0.254 0.755
H -0.660 1.425 1.007
H 1.556 -0.357 -1.812
H -2.258 -0.159 -0.276
H -1.053 -0.391 2.359
*
```

***

Entry 4:
The following is a quantum chemistry calculation of a 5-piece molecular cluster, C24H46F3N4O9S4 overall, from OMol25.

Summary:
HOMO-LUMO gap ... 0.3501 hartree

```
! wB97M-V def2-TZVPD RIJCOSX def2/J DEFGRID3
* xyz 1 1
C -2.101 -2.992 2.107
C -1.001 -1.975 2.180
C 0.393 -2.507 2.125
N -1.138 -0.700 2.296
N -2.447 -0.246 1.994
C -3.222 0.304 2.874
N -2.886 0.439 4.251
C -4.151 -0.202 4.739
C -5.275 0.406 3.814
C -6.300 -0.702 3.533
O -5.872 -1.361 2.336
C -6.672 -2.346 1.866
F -7.971 -2.050 1.973
F -6.386 -2.526 0.589
F -6.465 -3.495 2.512
N -4.455 0.828 2.661
H -1.863 -3.741 1.348
H -2.095 -3.519 3.067
H -3.095 -2.581 1.936
H 0.564 -2.679 1.058
H 0.454 -3.457 2.659
H 1.107 -1.786 2.522
H -2.764 -0.291 1.031
H -3.000 1.449 4.368
H -4.048 -1.233 4.381
H -4.297 -0.134 5.812
H -5.729 1.229 4.369
H -7.295 -0.274 3.429
H -6.280 -1.408 4.369
H -4.888 0.708 1.752
C -9.730 1.813 0.093
C -9.286 3.192 -0.411
C -7.908 3.482 0.200
S -7.140 1.881 0.465
O -6.961 1.683 1.890
O -6.012 1.698 -0.416
C -8.525 0.894 -0.086
H -10.594 1.440 -0.453
H -10.000 1.872 1.149
H -9.210 3.177 -1.499
H -9.999 3.969 -0.144
H -7.269 4.064 -0.459
H -7.984 3.971 1.169
H -8.573 -0.019 0.505
H -8.353 0.653 -1.135
C 2.959 -3.417 -3.636
C 3.886 -4.066 -2.599
C 3.359 -3.687 -1.212
S 1.592 -3.445 -1.406
O 1.265 -2.059 -1.140
O 0.861 -4.488 -0.721
C 1.537 -3.720 -3.172
H 3.139 -3.802 -4.638
H 3.123 -2.337 -3.656
H 3.863 -5.151 -2.721
H 4.916 -3.741 -2.717
H 3.521 -4.471 -0.476
H 3.790 -2.754 -0.859
H 0.778 -3.076 -3.611
H 1.280 -4.767 -3.329
C 7.681 0.596 -1.447
C 9.004 -0.172 -1.324
C 8.665 -1.666 -1.248
S 7.118 -1.865 -2.141
O 6.098 -2.289 -1.204
O 7.336 -2.608 -3.356
C 6.872 -0.135 -2.512
H 7.846 1.636 -1.715
H 7.149 0.570 -0.491
H 9.618 0.023 -2.204
H 9.574 0.142 -0.451
H 9.418 -2.293 -1.720
H 8.497 -1.997 -0.225
H 5.810 0.093 -2.493
H 7.271 0.046 -3.509
C 4.233 5.301 -1.750
C 4.730 4.845 -0.371
C 5.577 3.583 -0.583
S 6.264 3.719 -2.242
O 5.715 2.663 -3.058
O 7.687 3.930 -2.163
C 5.450 5.253 -2.669
H 3.803 6.300 -1.716
H 3.466 4.615 -2.114
H 5.344 5.630 0.073
H 3.905 4.649 0.312
H 6.398 3.506 0.125
H 4.974 2.678 -0.553
H 5.205 5.240 -3.729
H 6.147 6.062 -2.454
*
```

***

In order of appearance, E = -19372.812; -20048.068; -8244.992; -101508.166 eV.